No. 1
This record from the OMol25 dataset describes a structure of composition C25H45NP2PmS at a distorted geometry. The level of theory is the ωB97M-V functional and the def2-TZVPD basis.

```
! RIJCOSX wB97M-V def2-TZVPD def2/J DEFGRID3
* xyz 1 5
Pm 0.00 0.07 -0.17
C -1.94 1.60 0.96
C -2.48 0.72 -0.01
C -2.13 -0.47 1.94
C -1.91 0.92 2.21
C -2.52 -0.58 0.58
C -1.79 3.08 0.81
H -1.41 3.35 -0.19
H -1.11 3.51 1.56
H -2.78 3.56 0.93
C -1.98 1.60 3.52
H -1.82 2.67 3.41
H -1.26 1.20 4.24
H -2.99 1.50 3.94
C -2.26 -1.58 2.93
H -3.32 -1.78 3.18
H -1.72 -1.37 3.87
H -1.84 -2.50 2.51
C -3.13 -1.79 -0.04
H -4.22 -1.73 0.08
H -2.81 -2.71 0.44
H -2.92 -1.85 -1.11
C -3.00 1.13 -1.34
H -3.98 1.61 -1.21
H -3.13 0.28 -2.01
H -2.35 1.87 -1.83
C 1.58 0.43 -2.46
C 0.52 1.29 -2.60
C -0.06 1.54 -3.98
C -0.94 0.43 -4.61
C -1.04 -0.84 -3.81
C 0.00 -1.68 -3.70
C 1.33 -1.39 -4.34
C 2.17 -0.28 -3.67
H 0.75 1.78 -4.68
H -0.55 0.23 -5.62
H -0.68 2.45 -3.92
H 2.42 0.46 -4.44
H 2.25 0.42 -1.58
H 0.29 2.09 -1.88
H 3.13 -0.74 -3.37
H 1.92 -2.32 -4.36
H -0.08 -2.65 -3.21
H 1.19 -1.12 -5.41
H -1.95 0.82 -4.77
H -2.03 -1.08 -3.42
P 1.77 1.88 1.43
C 1.48 2.73 3.04
H 2.34 3.37 3.27
H 1.36 1.99 3.85
H 0.57 3.34 2.98
C 3.50 1.29 1.70
H 4.10 2.10 2.13
H 3.92 0.97 0.74
H 3.49 0.44 2.40
C 2.05 3.37 0.40
H 2.49 3.09 -0.56
H 2.71 4.07 0.93
H 1.08 3.86 0.21
P 1.05 -2.52 0.68
C -0.13 -3.80 0.07
H 0.41 -4.67 -0.34
H -0.80 -3.38 -0.70
H -0.75 -4.12 0.92
C 2.66 -2.77 -0.19
H 2.51 -2.85 -1.28
H 3.15 -3.68 0.20
H 3.30 -1.90 0.03
C 1.47 -3.30 2.28
H 1.71 -4.36 2.15
H 0.60 -3.20 2.96
H 2.32 -2.78 2.75
S 1.28 -0.54 3.47
C 0.68 -0.44 4.99
N 0.27 -0.35 6.10
*
```

Output
Gap between HOMO and LUMO (spin up / spin down) = 5.521 / 5.621 eV

No. 2
This record from the OMol25 dataset describes a structure of composition C25H45NP2PmSe at a distorted geometry. The level of theory is the ωB97M-V functional and the def2-TZVPD basis.

```
! RIJCOSX wB97M-V def2-TZVPD def2/J DEFGRID3
* xyz 1 5
Pm -0.41 -0.13 0.29
C 0.78 -0.11 2.41
C 1.31 0.94 1.52
C -0.85 1.60 2.21
C -0.50 0.34 2.88
C 0.24 1.99 1.38
C 1.61 -1.22 3.02
H 2.40 -1.62 2.35
H 1.04 -2.09 3.37
H 2.13 -0.81 3.91
C -1.15 -0.27 4.05
H -0.87 -1.29 4.35
H -2.33 -0.54 3.77
H -1.34 0.44 4.85
C -2.12 2.39 2.41
H -1.90 3.14 3.18
H -2.97 1.81 2.81
H -2.51 2.92 1.54
C 0.42 3.42 1.01
H 0.81 3.92 1.93
H -0.53 3.93 0.78
H 1.13 3.67 0.21
C 2.75 1.18 1.50
H 3.03 1.45 2.54
H 3.05 2.01 0.86
H 3.35 0.29 1.25
C 1.50 -1.10 -2.42
C 2.48 -1.05 -1.48
C 3.91 -0.78 -1.83
C 4.16 0.72 -2.19
C 2.92 1.58 -2.17
C 2.00 1.51 -3.14
C 2.10 0.54 -4.28
C 1.77 -0.94 -3.88
H 4.23 -1.42 -2.67
H 4.58 0.74 -3.21
H 4.56 -1.08 -0.98
H 2.61 -1.58 -4.20
H 0.42 -1.19 -2.20
H 2.32 -1.15 -0.39
H 0.89 -1.28 -4.45
H 1.45 0.87 -5.11
H 1.23 2.30 -3.25
H 3.12 0.56 -4.69
H 4.96 1.15 -1.56
H 2.90 2.42 -1.45
P -1.00 -2.74 0.70
C -1.65 -3.16 2.30
H -1.89 -4.21 2.17
H -2.56 -2.63 2.60
H -0.91 -3.05 3.09
C -2.17 -3.38 -0.46
H -2.30 -4.41 -0.12
H -1.78 -3.38 -1.49
H -3.14 -2.86 -0.45
C 0.40 -3.79 0.61
H 0.82 -3.85 -0.39
H -0.01 -4.76 0.90
H 1.20 -3.52 1.32
P -2.10 1.08 -1.40
C -1.83 2.84 -1.46
H -2.21 3.07 -2.46
H -0.83 3.24 -1.33
H -2.48 3.33 -0.72
C -2.33 0.20 -2.91
H -1.56 0.46 -3.65
H -3.30 0.57 -3.27
H -2.40 -0.89 -2.81
C -3.80 1.22 -0.95
H -4.17 1.88 -1.74
H -3.96 1.69 0.02
H -4.31 0.27 -1.00
Se -4.66 -0.56 3.72
C -3.25 -0.43 2.63
N -2.49 -0.39 1.70
*
```

Output
Gap between HOMO and LUMO (spin up / spin down) = 6.721 / 6.895 eV

No. 3
This record from the OMol25 dataset describes a structure of composition C25H46BCaN9O2S3 at a distorted geometry. The level of theory is the ωB97M-V functional and the def2-TZVPD basis.

```
! RIJCOSX wB97M-V def2-TZVPD def2/J DEFGRID3
* xyz 0 1
Ca -0.35 0.54 -2.09
C 5.74 1.92 1.98
C 4.74 2.14 0.84
C 4.58 3.64 0.54
C 5.25 1.46 -0.42
N 3.44 1.64 1.28
C 2.72 2.30 2.26
C 1.51 1.71 2.36
N 1.46 0.67 1.47
B 0.21 -0.09 1.04
N -1.04 0.68 1.48
C -1.99 0.26 2.37
C -3.05 1.08 2.28
N -2.78 2.03 1.31
C -1.52 1.76 0.83
S -0.59 2.65 -0.25
C -3.82 2.98 0.88
C -3.38 3.84 -0.30
C -5.06 2.16 0.48
C -4.15 3.89 2.06
N 0.23 -1.50 1.62
C 1.22 -2.04 2.39
C 1.13 -3.38 2.33
N 0.08 -3.70 1.49
C -0.49 -2.53 1.09
S -1.89 -2.27 0.22
C -0.17 -5.08 1.05
C -1.02 -5.14 -0.21
C 1.19 -5.73 0.76
C -0.86 -5.84 2.18
C 2.65 0.62 0.83
S 3.05 -0.63 -0.21
H 6.72 2.30 1.69
H 5.83 0.86 2.20
H 5.43 2.44 2.88
H 5.48 4.01 0.05
H 4.43 4.23 1.44
H 3.74 3.80 -0.13
H 6.20 1.90 -0.71
H 4.54 1.60 -1.24
H 5.39 0.39 -0.27
H 3.11 3.14 2.79
H 0.68 1.96 2.99
H 0.19 -0.18 -0.18
H -1.83 -0.59 3.00
H -3.97 1.06 2.82
H -3.08 3.24 -1.15
H -2.54 4.47 -0.02
H -4.21 4.48 -0.60
H -4.79 1.36 -0.21
H -5.78 2.81 -0.01
H -5.54 1.72 1.34
H -3.27 4.45 2.36
H -4.51 3.33 2.92
H -4.92 4.60 1.76
H 1.91 -1.43 2.93
H 1.72 -4.13 2.81
H -0.59 -4.50 -0.99
H -2.03 -4.81 -0.02
H -1.04 -6.16 -0.58
H 1.81 -5.08 0.15
H 1.04 -6.67 0.22
H 1.73 -5.96 1.67
H -1.83 -5.39 2.41
H -0.25 -5.84 3.08
H -1.02 -6.88 1.88
N 1.80 0.33 -3.00
C 1.70 1.50 -3.87
C 0.26 1.37 -4.42
O 0.09 0.77 -5.48
O -0.64 1.76 -3.64
H 2.63 0.35 -2.40
H 1.89 -0.50 -3.58
H 2.45 1.51 -4.67
H 1.78 2.41 -3.27
N -0.85 -1.31 -3.55
C -2.25 -1.65 -3.38
C -3.04 -0.36 -3.17
N -2.64 0.24 -1.91
H -0.73 -0.84 -4.45
H -0.29 -2.16 -3.59
H -2.35 -2.28 -2.48
H -2.66 -2.21 -4.23
H -4.12 -0.59 -3.20
H -2.79 0.34 -3.97
H -2.91 -0.37 -1.14
H -3.10 1.14 -1.81
*
```

Output
Relative energy (zero: lowest compared OMol25 entry of this formula, charge and spin) = 30.7 kcal per mole
Gap between HOMO and LUMO = 7.598 eV

| no. | E (eV) |
| --- | --- |
| 1 | -74105.53324 |
| 2 | -128613.46912 |
| 3 | -95806.61964 |